No. 1
The following is a quantum chemistry calculation of one molecule with the formula C20H27N3O5S2 in a non-equilibrium geometry, from the OMol25 dataset.

- charge = 0
- HOMO (eV) = -8.688
- multiplicity = 1
- energy above the lowest of the compared OMol25 structures with the same formula, charge and spin (kJ/mol) = 21.1
- SMILES string = CCN(CC)S(=O)(=O)c1ccc(NC(=O)[C@H](C)N(c2ccccc2)S(C)(=O)=O)cc1

Positions of all 57 atoms, in Å:
C -4.981 1.261 -0.239
C -2.582 1.329 -0.068
H -1.487 -2.356 -0.036
C -4.390 -1.247 -2.405
C 1.008 -0.865 -1.643
H 7.094 1.459 1.428
C -4.991 -1.573 2.205
C -3.840 3.369 -0.237
C -3.430 -1.573 -1.269
H 4.898 1.587 2.118
C -5.017 2.643 -0.295
H -5.601 -2.234 1.605
O -2.861 -2.786 1.216
H 2.111 1.081 0.957
H 4.072 0.025 2.086
H 5.827 1.277 -1.354
N 4.700 0.687 0.238
S 4.749 -0.938 -0.151
N -1.091 -1.807 -0.796
C 2.368 -0.690 -1.469
O -1.692 -0.591 -2.639
C 5.767 1.510 -0.289
O 5.427 -1.063 -1.407
C -2.627 2.712 -0.121
H 0.371 -2.740 1.110
H 7.373 0.190 0.232
H -1.708 3.276 -0.072
H 2.953 -0.124 -2.177
H -4.253 -0.217 -2.721
H 5.476 2.558 -0.171
C -1.974 -1.266 -1.676
N -3.765 -0.821 -0.065
H -5.419 -1.395 -2.087
C 0.286 -1.605 -0.705
H -4.178 -1.896 -3.249
O -2.564 -0.545 2.176
H 2.470 1.904 2.480
C -3.762 0.602 -0.134
C 7.120 1.239 0.363
H -5.892 0.684 -0.287
C 3.004 -1.250 -0.378
C 0.941 -2.172 0.390
H -3.510 -2.627 -0.988
H 7.888 1.852 -0.101
C 4.184 0.975 1.559
S -3.371 -1.452 1.419
H -3.869 4.447 -0.281
H 2.833 -2.424 1.384
H -1.639 0.818 0.034
C 2.839 1.695 1.479
H -5.408 -0.575 2.249
C 2.301 -1.994 0.551
O 5.214 -1.732 0.956
H -4.852 -1.974 3.201
H -5.966 3.151 -0.383
H 2.948 2.634 0.942
H 0.498 -0.435 -2.489

No. 2
The following is a quantum chemistry calculation of one molecule with the formula C20H27N3O6S in a non-equilibrium geometry, from the OMol25 dataset.

- charge = 0
- HOMO (eV) = -8.427
- multiplicity = 1
- energy above the lowest of the compared OMol25 structures with the same formula, charge and spin (kJ/mol) = 268.1
- SMILES string = COc1ccc(/C=C/C(=O)N2CCC(C(N)=O)CC2)cc1S(=O)(=O)N1CCOCC1

Positions of all 57 atoms, in Å:
C 5.231 -1.047 -0.713
H 5.532 0.215 -2.458
H -3.653 2.101 1.860
C -0.306 0.024 -0.457
O 7.600 -2.135 0.399
N 7.323 -1.015 2.325
H 7.324 0.630 -0.914
H 2.063 0.299 -1.916
S -3.760 -0.514 1.583
H 6.838 -0.314 2.856
H -4.277 -1.788 -3.151
C -4.318 -2.454 -2.283
C 4.742 -0.011 -1.736
C 5.973 -0.351 0.437
C -2.531 -0.577 0.270
H 4.385 -1.607 -0.311
H -5.902 -0.803 0.157
O -4.276 1.286 -1.230
C 6.661 0.913 -0.095
C -1.319 0.025 0.507
H 7.272 1.375 0.681
H -2.799 2.295 -0.337
C -5.645 0.968 -1.114
H 5.266 -0.059 1.220
H 3.889 -0.401 -2.288
C 3.216 1.511 -0.477
H -5.874 0.303 -1.947
H -5.261 2.659 1.352
O -3.086 -0.008 2.745
H 5.998 2.550 -1.363
O 3.113 2.397 0.359
C -1.791 -1.230 -1.907
C -4.430 1.989 1.105
H 8.031 -1.564 2.784
H 0.174 -0.647 -2.440
H -5.333 -2.827 -2.158
H -6.905 0.590 0.628
H -6.245 1.884 -1.215
H 5.912 -1.754 -1.191
H -1.953 -1.712 -2.857
H 5.265 2.548 0.255
N -4.909 0.634 1.201
O -4.021 -1.762 -1.091
C 7.033 -1.273 1.030
O -4.439 -1.769 1.685
C -3.891 2.288 -0.313
C -2.801 -1.215 -0.942
C 5.595 1.911 -0.568
C -0.577 -0.621 -1.665
H -1.170 0.491 1.470
C -5.927 0.283 0.240
H 1.001 1.177 0.803
H -4.261 3.266 -0.660
C 2.035 0.750 -0.937
N 4.414 1.224 -1.061
C 0.948 0.686 -0.161
H -3.640 -3.299 -2.435

No. 3
The following is a quantum chemistry calculation of C20H27N3PdS2 as an isolated structure in a non-equilibrium geometry, from the OMol25 dataset.

- charge = +2
- HOMO (alpha / beta) (eV) = -14.078 / -14.067
- multiplicity = 3
- energy above the lowest of the compared OMol25 structures with the same formula, charge and spin (kJ/mol) = 219.6

Positions of all 53 atoms, in Å:
H -4.181 -1.662 -4.921
S -0.802 1.708 1.195
H 2.761 1.648 -1.583
H 2.110 0.901 1.183
H 1.291 3.335 -0.244
H 0.798 -1.224 -3.237
Pd -0.122 0.980 -1.369
C -3.851 -1.302 -3.947
C 3.081 1.210 -0.631
H 3.973 -0.580 -1.451
H 0.271 -3.362 -1.360
N -1.063 -1.786 -1.616
S 1.646 -1.101 -1.035
C -5.163 0.673 -0.981
H -5.584 -0.052 -3.643
H 0.184 3.768 2.000
H -0.920 3.402 -0.316
C 3.252 -0.298 -0.683
H -0.449 -4.484 -3.458
C -0.953 -3.589 -3.141
H 2.520 3.401 1.067
C -2.672 -1.886 -3.397
H -1.676 -1.921 2.298
C -4.319 0.000 -1.900
H -3.141 0.554 1.749
N 1.949 1.446 0.319
C -1.963 -3.004 -3.905
N -2.625 0.006 -0.194
C -4.635 -0.400 -3.233
C -3.479 0.465 0.708
H 0.357 -0.816 3.147
H -6.158 0.962 -1.321
C -0.715 -2.413 2.255
H 3.604 -0.682 0.286
C 0.571 2.777 1.758
H 2.545 -1.550 -3.281
C 1.639 2.864 0.682
C 0.406 -1.804 2.718
C -3.019 -0.380 -1.410
C -2.193 -1.329 -2.165
C -0.518 -2.931 -1.987
H -2.131 3.766 0.952
C 1.759 -0.962 -2.817
H 1.357 -1.963 2.236
H -2.305 -3.458 -4.825
H 0.980 2.328 2.675
H -5.439 1.240 1.086
H 1.937 0.101 -2.941
H -2.458 2.524 -0.277
C -1.694 2.995 0.325
H -0.681 -3.062 1.392
H 4.016 1.684 -0.295
C -4.782 0.804 0.339

No. 4
The following is a quantum chemistry calculation of one molecule with the formula C20H27NO6 in a non-equilibrium geometry, from the OMol25 dataset.

- charge = 0
- HOMO (eV) = -7.650
- multiplicity = 1
- energy above the lowest of the compared OMol25 structures with the same formula, charge and spin (kJ/mol) = 1552.6
- SMILES string = CCOC(=O)C1CCN(C(=O)COC(=O)CCOc2ccc(C)cc2)CC1

Positions of all 54 atoms, in Å:
C 0.707 3.589 -1.131
C 2.043 1.073 -1.013
C -2.534 0.287 1.386
H 2.130 -0.098 -0.977
H -2.944 1.165 0.842
C -0.365 -2.155 -3.729
H 2.642 3.439 -1.764
H 1.504 -5.594 1.626
H 1.446 3.695 -3.238
O 0.238 1.751 -3.801
C 1.236 2.956 2.626
H 1.170 0.953 0.904
C -0.895 -0.896 -3.136
C 1.071 3.567 1.152
H -1.084 0.169 3.210
H 0.124 -1.554 -0.707
H 0.149 1.107 -0.366
H 3.152 1.370 -0.782
H -0.330 3.050 -1.349
H -3.320 -0.266 1.603
C -0.971 2.058 2.422
O -1.577 3.132 1.904
H -0.147 -2.907 -3.025
O 0.109 1.727 2.696
C -1.756 -2.440 2.064
H 2.671 1.377 -3.043
H -1.640 -1.060 -2.442
C -0.209 -4.220 1.374
H -1.307 -0.136 -3.915
C 0.683 1.154 -2.958
H -1.775 -4.191 3.095
H 0.042 -6.155 1.048
H -2.636 1.105 3.573
H 2.104 2.454 2.895
H -2.260 -2.040 2.757
C 1.755 3.234 -2.051
H 0.954 -3.710 -0.164
H 0.617 4.507 -0.850
H -1.236 -2.643 -4.081
C -1.441 -1.595 0.796
C -1.772 0.924 2.691
O 0.962 4.864 1.170
C 1.761 1.672 -2.382
H -0.048 -5.854 2.843
C 0.371 -5.562 1.757
C 0.400 -3.312 0.520
O 0.086 -0.059 -2.440
C -0.172 -2.156 0.283
O -1.502 -0.334 0.636
C -1.251 -3.580 2.489
C 0.968 1.505 -0.099
H 1.024 3.713 3.399
H 0.271 -1.973 -4.581
N 0.784 2.897 0.267

No. 5
The following is a quantum chemistry calculation of C20H28AuN5O2P2 as an isolated structure, from the OMol25 dataset.

- charge = +2
- HOMO (eV) = -15.077
- multiplicity = 1
- energy above the lowest of the compared OMol25 structures with the same formula, charge and spin (kJ/mol) = 15.5

Positions of all 58 atoms, in Å:
H -0.056 3.642 2.996
P -1.725 1.477 0.507
H 3.138 -1.956 -1.571
C 0.537 -2.586 -2.509
P 0.621 -1.888 0.171
N -2.853 0.299 0.799
H -2.061 3.587 -0.565
H 0.746 -3.354 -3.256
H 4.084 0.497 -2.316
C 2.744 3.585 -2.937
H -1.000 0.022 2.885
H 2.078 -2.895 1.786
C 2.143 1.183 -1.674
C -0.236 0.965 -0.418
H 0.520 0.792 2.356
H 1.296 -5.096 -1.521
N -4.603 -1.331 1.122
H -0.243 1.268 3.869
H -0.257 -4.563 -0.895
H 0.540 3.163 1.409
C -1.231 2.079 2.149
H -3.571 2.874 0.077
C 1.536 3.473 -2.312
H -2.861 2.256 -1.433
C 3.673 2.511 -2.940
H 3.012 4.503 -3.442
H -2.186 2.867 3.888
C 2.758 -2.946 -1.353
O -4.117 -4.484 1.674
H 3.258 -3.337 -0.466
H 1.154 -4.692 0.182
N -3.306 -3.358 1.351
H 4.619 2.645 -3.447
C -0.443 0.962 2.841
H 0.816 4.279 -2.297
H 0.902 -1.638 -2.899
O -5.262 -3.592 1.609
N 1.823 0.019 -1.063
H 1.530 -1.305 2.333
C 0.821 -4.408 -0.820
C -3.682 -0.538 0.932
C 1.879 -1.870 1.471
H 2.795 -1.429 1.080
C 3.391 1.327 -2.322
C -4.374 -2.636 1.343
H -3.133 3.148 2.441
H -0.919 4.162 1.554
N 0.059 2.104 -1.006
C 1.233 -2.977 -1.202
C 1.227 2.255 -1.666
C -0.362 3.335 1.995
H -0.550 -2.533 -2.397
C 0.671 -0.143 -0.456
H 3.021 -3.606 -2.182
C -2.638 2.675 -0.452
H -3.092 1.534 3.183
Au -1.365 -2.741 0.865
C -2.501 2.418 2.946

No. 6
The following is a quantum chemistry calculation of a 3-piece molecular cluster, C20H28BF8NO10 overall in a non-equilibrium geometry, from the OMol25 dataset.

- charge = 0
- HOMO (eV) = -8.285
- multiplicity = 1
- SMILES string = COB(O)C(=O)O[C@@](C[C@@H](C)F)(N=C(C)C)C(F)(F)C(F)(F)C(F)(F)F.C[C@@H]1COC(=O)O1.C[C@@H]1COC(=O)O1

Positions of all 68 atoms, in Å:
C -4.213 1.494 -2.183
F 0.341 -4.280 -5.921
H 0.057 -3.891 1.154
H 1.369 0.203 0.092
H 5.219 2.149 5.055
F 0.923 -3.080 -3.517
O -2.387 1.685 1.339
H 1.532 4.234 3.194
C 4.465 0.976 3.421
C 0.990 3.560 3.858
H -1.897 -2.179 1.603
H 5.353 0.337 3.449
H 0.806 -0.609 -3.178
H -4.927 2.312 -2.297
H -4.204 -2.261 -0.478
O -1.905 -0.965 -2.936
C 0.256 -3.002 -6.152
B -4.222 -0.796 -1.706
C -3.182 -1.483 -2.725
C -1.384 -1.600 0.828
O -3.588 -2.401 -3.306
H 0.553 -4.097 -0.525
H 3.267 1.956 1.879
H 1.194 -1.378 -1.678
H -0.797 1.802 4.803
N -1.243 -2.664 -1.423
H 1.113 3.912 4.883
C -0.470 3.505 3.474
C 1.025 0.968 -0.607
C -0.817 -1.815 -2.513
H -1.736 3.251 5.223
H 0.719 1.899 -0.129
O -2.362 2.217 3.529
H -0.871 4.517 3.369
O -0.650 2.826 2.223
C -1.322 2.673 4.400
F -0.411 -0.962 -5.258
H -1.028 0.455 -1.175
H 5.434 2.902 3.468
H -3.642 1.447 -3.118
H 1.453 2.576 3.760
F -0.253 -2.872 -7.363
C 3.915 1.087 2.022
O -4.416 -1.314 -0.462
F -1.911 -2.484 -5.510
H -1.992 -0.784 0.452
F 1.433 -2.425 -6.167
F -1.052 -3.926 -3.548
C 0.370 -3.355 0.251
H -0.520 -1.148 1.341
H 1.268 -2.748 0.393
O 1.903 -1.258 3.413
C 4.758 2.303 4.079
H 1.892 1.230 -1.230
C 2.728 -0.440 3.167
O -4.985 0.287 -2.042
C 0.378 -0.893 -2.210
C -0.019 0.456 -1.585
F -0.043 1.395 -2.624
C -1.854 2.194 2.271
H 4.696 1.097 1.263
O 3.122 -0.099 1.910
O 3.402 0.286 4.097
H 3.837 2.863 4.249
H -3.600 1.713 -1.305
C -0.374 -2.799 -3.698
C -0.677 -2.258 -5.117
C -0.817 -2.505 -0.228

No. 7
The following is a quantum chemistry calculation of C20H28Br2CoN5O5 as an isolated structure, from the OMol25 dataset.

- charge = +1
- HOMO (alpha / beta) (eV) = -9.831 / -9.801
- multiplicity = 2
- energy above the lowest of the compared OMol25 structures with the same formula, charge and spin (kJ/mol) = 0.0

Positions of all 61 atoms, in Å:
H 1.211 2.335 2.993
C 2.032 0.526 4.773
H 2.719 0.024 5.448
H 2.205 -0.914 -2.314
C 2.699 -1.499 3.473
C 2.527 2.892 -2.723
C 0.516 -2.188 -2.034
O 0.064 1.933 1.317
H 1.446 3.478 1.235
H -0.060 3.717 0.344
H 2.353 -2.106 4.309
C -2.152 -2.793 1.790
H 3.778 -1.366 3.548
N 1.939 3.323 -1.457
C 0.594 1.542 2.568
H 0.894 -3.892 -3.304
Br -1.896 -6.597 0.154
C 0.409 -3.549 -2.400
O 1.315 1.230 -0.913
H 2.380 1.825 -2.841
C -0.928 -3.954 -0.443
H -4.797 1.343 -3.873
C 0.698 2.978 0.614
H 3.593 3.115 -2.732
C 1.378 0.240 2.432
H -0.249 1.366 3.240
C -1.688 -4.743 0.455
C -0.290 -4.418 -1.616
H -0.369 -5.463 -1.886
H -2.827 -0.147 0.326
C 1.309 -1.218 -2.857
C -0.797 -2.585 -0.162
H 0.721 -0.319 -3.042
H 1.010 5.212 -1.197
H 2.420 4.924 -0.152
N -3.329 0.234 -0.475
H 1.044 0.535 5.237
Br -3.016 -2.038 3.289
C 1.995 4.747 -1.140
H 1.608 -1.660 -3.806
C 1.346 2.443 -0.657
N -3.187 1.152 -2.588
N 2.027 -0.203 3.508
C -2.278 -4.175 1.545
N -0.070 -1.738 -0.947
H -2.587 1.591 -3.263
H 2.640 5.231 -1.868
C -2.584 0.796 -1.436
C -1.429 -1.969 0.960
H 2.383 1.550 4.650
H 2.045 3.420 -3.547
Co -0.058 0.137 -0.011
C -4.600 0.994 -2.864
O 1.361 -0.373 1.360
H -2.855 -4.781 2.229
H -5.215 1.579 -2.176
O -1.355 1.014 -1.293
H -4.286 -0.022 -0.634
H -4.901 -0.055 -2.812
H 2.462 -2.000 2.540
O -1.318 -0.664 1.122

No. 8
The following is a quantum chemistry calculation of C20H28CrNO2S as an isolated structure in a non-equilibrium geometry, from the OMol25 dataset.

- charge = -1
- HOMO (alpha / beta) (eV) = -2.300 / -2.584
- multiplicity = 5
- energy above the lowest of the compared OMol25 structures with the same formula, charge and spin (kJ/mol) = 365.6

Positions of all 53 atoms, in Å:
C -0.351 0.614 -1.041
H 0.803 -0.944 -0.070
C 2.164 -0.817 4.148
O 0.326 0.602 1.227
C 0.341 -0.330 -5.922
H -1.929 -1.252 5.382
H -0.516 -2.852 4.309
H 1.442 -1.492 -7.390
H -0.896 -0.896 0.466
H -0.183 0.129 -1.995
C 0.364 1.634 -5.229
H 1.783 -1.911 -5.697
H 0.254 2.715 -1.298
C 0.499 1.942 0.723
H -0.885 1.190 -7.020
H -0.492 2.148 -4.786
N 0.062 0.053 5.494
C 0.113 1.044 -6.644
H -0.712 -2.054 -5.182
C -2.304 -0.730 3.257
H 0.506 -2.612 1.844
H -2.444 0.716 1.547
H 2.863 -0.129 4.537
H -1.103 -1.649 -6.868
H -1.405 0.944 -1.001
H -0.370 2.550 1.037
C 1.574 -1.079 -6.385
H 0.990 -1.375 5.985
C -2.235 0.546 2.580
C -0.881 -1.224 -5.884
C -1.698 0.900 4.793
H -1.642 2.562 3.332
C -1.996 -0.521 4.603
C 1.103 -1.461 4.929
C 0.312 -2.258 4.023
O 0.563 0.310 -4.632
C 0.562 1.817 -0.783
H 1.588 1.567 -1.098
H 0.864 1.294 -7.374
C -1.819 1.538 3.517
H 2.593 -0.889 1.992
H -1.758 -0.661 -5.541
H -1.365 1.388 5.696
H -2.564 -1.658 2.801
H 1.258 2.255 -5.141
Cr -0.009 -0.025 3.385
S -0.001 0.005 8.229
H 1.396 2.366 1.194
C -0.049 -0.277 0.135
C 0.851 -2.113 2.728
H 2.446 -0.415 -6.391
C 1.994 -1.217 2.807
C -0.006 0.009 6.672